This record from the Open Molecules 2025 dataset describes C11H26N4O in the gas phase in a non-equilibrium geometry. The level of theory is ωB97M-V/def2-TZVPD.

Max |F|   4.41 eV/A
Energy relative to the best compared isomer or geometry (same formula, charge and spin)   0.00 kcal per mole
SMILES   CC(=O)NCCCNCCCNCCCN
Calculated total energy   -19834.226 eV

ORCA input file:
```
! RIJCOSX wB97M-V def2-TZVPD def2/J DEFGRID3
* xyz 0 1
C -2.8727 -0.2174 -1.1570
C -2.7105 -0.0774 0.2797
C -1.7188 1.0688 2.1668
C -0.7491 0.1976 2.9710
C 0.7918 0.1735 2.5115
C 0.7197 -2.1447 1.6300
C 0.5428 -1.9912 0.0229
C 1.7105 -2.0046 -0.9913
C 0.6067 -0.0073 -2.0579
C 1.7499 1.0269 -1.8805
C 1.4201 2.5255 -1.7893
H -3.5458 -1.1078 -1.4529
H -1.9107 -0.3355 -1.6923
H -3.3039 0.5945 -1.5926
H -0.9937 1.0668 0.1659
H -2.7351 0.9540 2.5622
H -1.3601 2.0830 2.4359
H -0.8206 0.2318 4.0819
H -1.1617 -0.7708 2.7269
H 1.5373 0.6458 3.1910
H 0.6457 0.6947 1.5087
H 2.3731 -0.9512 2.0445
H -0.2548 -2.4785 2.0724
H 1.3165 -3.0948 1.6741
H -0.0934 -2.7764 -0.3622
H 0.0630 -0.9927 -0.0686
H 2.6085 -1.5128 -0.5298
H 2.0130 -3.0497 -1.1238
H 0.6612 -1.8928 -2.8319
H -0.0753 0.0687 -1.3003
H -0.0665 0.1210 -2.9369
H 2.3424 0.5791 -1.0130
H 2.4585 0.8626 -2.7182
H 2.3393 3.0416 -1.4830
H 1.2734 2.7709 -2.8475
H -0.4812 2.3653 -1.6999
H 0.0767 3.8235 -1.2945
N -1.6725 0.6672 0.8063
N 1.4209 -1.0656 2.3020
N 1.2519 -1.3553 -2.1945
N 0.1921 2.8165 -1.1438
O -3.5886 -0.5525 1.0079
*
```